# 1
ORCA calculation (the ωB97M-V functional and the def2-TZVPD basis) on a cluster of 5 separate species, H10O5 in total in a non-equilibrium geometry.

```
15
Properties=species:S:1:pos:R:3
O 0.143 -1.580 2.002
H -0.150 -1.022 2.715
H 1.070 -1.337 1.968
O -1.560 -2.039 -1.974
H -1.113 -1.258 -1.533
H -1.072 -2.923 -1.588
O -0.472 -0.117 -0.264
H -0.198 -0.666 0.572
H -0.750 0.725 -0.038
O -0.848 2.771 0.176
H -1.593 3.136 0.736
H -0.897 3.303 -0.505
O 2.603 0.230 -1.075
H 1.798 -0.150 -0.609
H 3.043 0.929 -0.589
```

Output
* lowest unoccupied orbital energy: 0.12 eV
* HOMO energy: -10.11 eV
* relative energy (zero: lowest compared OMol25 entry of this formula, charge and spin): 181.4 kJ/mol
* E: -382.15510 a.u.
* largest force on an atom: 7.50 eV/A

Mulliken atomic charge list, values in e, 2 entries:
1 O -0.71
2 H 0.34

# 2
ORCA calculation (the ωB97M-V functional and the def2-TZVPD basis) on a cluster of 10 separate species, C45H69BrN5O22 in total in a non-equilibrium geometry.

```
142
Properties=species:S:1:pos:R:3
N 2.360 -4.367 -1.086
N 1.360 -3.470 -1.519
C 1.523 -2.171 -1.276
N 0.399 -1.540 -1.770
C -0.380 -2.508 -2.295
N -1.578 -2.427 -2.879
C -2.269 -1.129 -2.982
C -3.750 -1.387 -2.487
C -3.771 -1.848 -1.003
O -3.205 -1.271 -0.139
O -4.469 -2.974 -0.651
N 0.229 -3.733 -2.160
Br -0.361 -5.445 -2.683
H 1.897 -5.229 -0.768
H 2.720 -3.956 -0.219
H 2.351 -1.646 -0.781
H -2.086 -3.227 -3.236
H -1.843 -0.383 -2.279
H -2.253 -0.689 -3.997
H -4.303 -0.433 -2.589
H -4.169 -2.219 -3.095
H -4.932 -3.318 -1.434
O 4.473 0.171 1.585
C 3.300 0.238 1.821
O 2.413 -0.735 1.469
C 1.076 -0.303 1.792
C 1.248 0.756 2.859
C 2.581 1.386 2.487
H 0.611 0.092 0.884
H 0.491 -1.150 2.147
H 0.423 1.467 2.897
H 1.327 0.280 3.840
H 2.459 2.195 1.765
H 3.126 1.733 3.362
O 9.240 0.170 -2.489
C 8.182 -0.227 -2.088
O 7.306 -0.944 -2.838
C 6.099 -1.159 -2.091
C 6.495 -1.002 -0.635
C 7.608 0.030 -0.714
H 5.361 -0.415 -2.404
H 5.710 -2.154 -2.307
H 5.666 -0.707 0.009
H 6.896 -1.946 -0.256
H 7.221 1.050 -0.677
H 8.359 -0.123 0.057
O -0.464 -7.579 -2.072
C -0.742 -8.694 -2.490
O -0.924 -9.738 -1.688
C -1.126 -10.929 -2.482
C -1.598 -10.427 -3.829
C -0.878 -9.095 -3.939
H -0.179 -11.468 -2.545
H -1.862 -11.569 -1.999
H -1.385 -11.111 -4.639
H -2.678 -10.260 -3.805
H 0.118 -9.203 -4.373
H -1.459 -8.364 -4.496
O 5.808 2.961 -4.047
C 6.708 3.054 -4.834
O 6.798 4.046 -5.756
C 7.928 3.809 -6.612
C 8.848 2.905 -5.814
C 7.864 2.094 -4.985
H 7.575 3.335 -7.531
H 8.400 4.757 -6.863
H 9.504 2.298 -6.437
H 9.476 3.505 -5.152
H 7.520 1.205 -5.517
H 8.279 1.824 -4.018
O -1.551 2.828 3.669
C -1.204 3.897 3.230
O 0.004 4.121 2.651
C 0.130 5.525 2.342
C -1.293 6.041 2.267
C -2.008 5.165 3.279
H 0.707 6.006 3.133
H 0.660 5.645 1.397
H -1.378 7.106 2.471
H -1.701 5.855 1.270
H -1.958 5.581 4.286
H -3.041 4.980 2.990
O -0.749 7.003 4.981
C -1.424 7.746 5.643
O -2.643 8.187 5.252
C -3.141 9.140 6.206
C -2.392 8.844 7.490
C -1.048 8.353 6.973
H -2.941 10.146 5.830
H -4.217 9.015 6.318
H -2.320 9.703 8.156
H -2.892 8.039 8.034
H -0.350 9.175 6.806
H -0.609 7.609 7.633
O -5.506 5.196 1.222
C -5.116 4.082 1.031
O -3.837 3.784 0.670
C -3.724 2.377 0.419
C -4.866 1.741 1.169
C -5.942 2.815 1.103
H -3.793 2.210 -0.661
H -2.756 2.022 0.769
H -5.173 0.783 0.749
H -4.578 1.575 2.209
H -6.547 2.734 0.197
H -6.576 2.809 1.986
O -6.473 -5.806 0.006
C -6.044 -5.980 1.113
O -6.814 -6.327 2.172
C -6.013 -6.347 3.367
C -4.585 -6.527 2.886
C -4.608 -5.808 1.547
H -6.158 -5.404 3.898
H -6.337 -7.165 4.009
H -3.843 -6.139 3.584
H -4.376 -7.588 2.730
H -4.396 -4.742 1.652
H -3.927 -6.266 0.832
O 2.177 9.120 8.403
C 2.602 9.961 7.664
O 1.955 10.389 6.542
C 2.788 11.318 5.830
C 3.760 11.856 6.863
C 3.932 10.668 7.796
H 3.294 10.783 5.023
H 2.171 12.105 5.400
H 4.693 12.214 6.429
H 3.302 12.686 7.406
H 4.724 9.997 7.460
H 4.106 10.981 8.823
O -1.632 -10.098 -6.432
C -2.544 -10.033 -7.214
O -3.412 -11.045 -7.428
C -4.312 -10.696 -8.496
C -4.289 -9.181 -8.553
C -2.866 -8.865 -8.118
H -3.949 -11.153 -9.419
H -5.304 -11.085 -8.278
H -4.550 -8.783 -9.533
H -4.994 -8.772 -7.826
H -2.171 -8.867 -8.960
H -2.808 -7.923 -7.576
```

Output
* lowest unoccupied orbital energy: -2.83 eV
* HOMO energy: -11.05 eV
* E: -6259.00526 a.u.
* largest force on an atom: 4.02 eV/A
* total charge: +1

Mulliken atomic charge list, values in e, 2 entries:
1 N -0.83
2 N 0.70

# 3
ORCA calculation (the ωB97M-V functional and the def2-TZVPD basis) on a cluster of 12 separate species, C8H34O11 in total in a non-equilibrium geometry.

```
53
Properties=species:S:1:pos:R:3
C -0.221 -0.951 2.142
C 0.732 0.152 2.255
C 1.649 0.551 3.152
C 0.175 2.508 1.679
C 0.487 1.241 1.203
C 0.700 0.869 -0.221
C 1.212 1.727 -1.219
C 1.494 1.244 -2.655
H -0.076 -1.802 1.465
H -1.273 -0.730 1.914
H -0.200 -1.429 3.140
H 1.973 -0.124 3.930
H 2.275 1.410 3.002
H 0.083 3.358 1.056
H 0.293 2.574 2.751
H 0.685 -0.168 -0.523
H 0.952 2.749 -0.969
H 0.828 1.705 -3.435
H 1.717 0.226 -2.931
H 2.480 1.651 -2.937
H -0.779 -1.702 -2.760
H -0.093 -2.890 -3.237
O -0.222 -2.430 -2.400
H -0.706 -3.891 0.781
H -1.919 -2.993 0.645
O -1.598 -3.727 1.164
H 2.678 -1.211 0.615
H 2.145 -2.377 0.093
O 2.961 -2.159 0.586
H -2.146 1.540 1.744
H -2.422 2.233 0.449
O -2.831 1.576 1.026
H -1.642 4.537 -0.719
H -0.518 3.674 -1.273
O -1.222 3.695 -0.593
H 2.734 3.567 0.789
H 3.016 2.281 0.059
O 3.450 3.090 0.376
H 1.803 -2.838 2.038
H 0.667 -3.893 1.783
O 1.264 -3.554 2.430
H -1.926 0.232 -2.693
H -2.551 -0.801 -1.903
O -2.512 -0.550 -2.821
H -3.099 -0.139 0.532
H -3.671 -1.586 0.032
O -2.957 -0.937 -0.039
H -1.077 2.635 -3.652
H -2.025 2.550 -2.565
O -1.590 3.220 -3.110
H -0.021 -3.152 -0.770
H 0.791 -4.332 -1.284
O 0.608 -3.887 -0.471
```

Output
* lowest unoccupied orbital energy (spin up / spin down): 2.21 / 2.19 eV
* HOMO energy (spin up / spin down): -1.11 / -4.10 eV
* relative energy (zero: lowest compared OMol25 entry of this formula, charge and spin): 0.0 kJ/mol
* E: -1152.74439 a.u.
* spin multiplicity: 2
* largest force on an atom: 4.31 eV/A
* total charge: -1

Mulliken atomic charge list, values in e, 2 entries:
1 C -0.46
2 C 0.43

# 4
ORCA calculation (the ωB97M-V functional and the def2-TZVPD basis) on an isolated molecule of C3H9N3OS in a non-equilibrium geometry.

```
17
Properties=species:S:1:pos:R:3
C 0.705 -0.238 -1.859
C -0.227 0.614 -1.046
C -0.354 0.735 1.476
H 2.449 -1.420 -0.888
H 1.767 -0.132 -0.051
H 0.252 -1.180 -1.703
H 0.765 0.000 -2.989
H 0.029 1.686 -1.073
H -1.331 0.654 -1.169
H -0.828 -1.745 0.947
H -1.620 -0.714 1.837
H -1.238 0.644 3.169
N 2.035 -0.292 -1.114
N -0.185 -0.082 0.394
N -1.113 0.188 2.303
O -1.273 -1.059 0.366
S 0.167 2.342 1.402
```

Output
* lowest unoccupied orbital energy: 0.16 eV
* HOMO energy: -8.19 eV
* relative energy (zero: lowest compared OMol25 entry of this formula, charge and spin): 442.9 kJ/mol
* E: -757.23934 a.u.
* largest force on an atom: 5.78 eV/A

Mulliken atomic charge list, values in e, 2 entries:
1 C -0.46
2 C -0.64

# 5
ORCA calculation (the ωB97M-V functional and the def2-TZVPD basis) on a cluster of 2 separate species, C4H14N2O in total in a non-equilibrium geometry.

```
21
Properties=species:S:1:pos:R:3
N -0.354 -0.862 1.733
C -1.557 -0.571 1.058
C -1.441 0.779 0.127
N -0.452 0.416 -1.066
C 0.805 1.164 -1.272
C 0.833 1.892 -2.671
H -0.250 -1.781 2.280
H -0.092 -0.254 2.507
H -2.353 -0.292 1.820
H -1.711 -1.123 0.120
H -2.385 1.169 -0.270
H -0.866 1.505 0.720
H -0.737 0.148 -2.002
H 0.887 1.914 -0.492
H 1.776 0.694 -1.372
H -0.290 2.044 -2.802
H 1.305 1.497 -3.565
H 0.863 2.938 -2.587
H 2.469 -4.336 2.338
H 1.810 -2.987 2.646
O 1.741 -3.953 2.751
```

Output
* lowest unoccupied orbital energy (spin up / spin down): -2.79 / -7.55 eV
* HOMO energy (spin up / spin down): -13.58 / -13.56 eV
* relative energy (zero: lowest compared OMol25 entry of this formula, charge and spin): 265.4 kJ/mol
* E: -345.14297 a.u.
* spin multiplicity: 2
* largest force on an atom: 4.48 eV/A
* total charge: +1

Mulliken atomic charge list, values in e, 2 entries:
1 N -0.54
2 C -0.41

Which formula does entry 2 have?
C45H69BrN5O22